Entry 1:
Entry from OMol25: a 6-piece molecular cluster, C35H61N2O5SSi overall (ωB97M-V/def2-TZVPD).

Properties
Charge: +1
Gap between HOMO and LUMO in eV: 5.8
LUMO energy in eV: -4.48

```
105
C35H61N2O5SSi ωB97M-V/def2-TZVPD
H -7.2768 5.3589 6.0889
H 2.1714 0.9948 -5.4110
C 3.1359 -1.9189 4.9834
H 3.6180 -0.1350 -3.4832
H 0.4637 -1.5266 -1.0857
H 5.2826 1.0261 -10.1238
C 1.7860 3.6219 6.1777
C -3.0952 -4.0133 -6.4367
H 2.2351 1.8740 -8.0027
H -1.3786 1.5628 0.4140
C 1.8769 2.2780 -1.2130
H 0.1518 -4.5206 -1.0697
C 0.6174 4.0639 3.9300
C 3.7467 0.5504 -8.7057
C -6.3643 4.7667 6.0052
H -2.5671 0.4024 -0.2035
C 3.2662 1.9375 -8.3435
H -6.2272 4.4538 4.9733
H 3.5528 -2.7509 6.9138
H 0.3743 2.5419 -2.7220
C 1.2865 2.0334 -2.4529
H 1.1946 4.9726 3.7511
H 4.7652 -2.8781 3.9683
C 0.7138 -0.5953 1.8485
O -0.5807 3.7442 5.9564
C 3.0570 0.5536 -2.8728
H 0.5937 1.5569 -4.9458
C -0.2930 -3.5375 -0.9221
C -1.4834 0.5981 4.0464
H 5.8637 0.8078 -8.4726
C -1.6728 -2.3881 0.9770
H -0.3756 4.1691 3.4990
H -0.9036 0.3433 -0.7687
H 1.0458 -1.4436 2.4366
H -0.8455 -4.2632 -8.1378
H -2.9311 -4.8882 -5.8055
C 0.6310 -2.4502 -3.0563
H 3.3227 2.6078 -9.2014
H -0.9191 -4.3827 0.8978
C -3.4827 -0.2286 3.0213
H 1.6466 -2.5719 -3.4252
Si -1.1220 -0.6584 1.5061
C -0.5797 -3.4021 0.5708
C 0.6690 -2.5054 -1.5163
C 3.7141 -1.8177 6.3724
H 1.2744 -0.6227 0.9159
H 1.0064 0.3096 2.3728
O 2.2709 -1.1688 4.5952
N 3.5266 0.8233 -1.6523
C -1.5319 0.5339 0.0969
H -2.2477 -2.8205 1.7915
H 1.4468 2.9682 -0.5081
H -0.0538 -0.4284 -2.8772
H 3.8947 2.3484 -7.5504
C 0.4962 3.8070 5.4165
C -3.6065 0.9235 5.1242
H -0.3720 -4.7868 -6.5211
H -1.7298 1.5912 5.9209
H 3.1986 -2.9885 3.1299
H 3.2370 -1.0020 6.9090
C 1.3632 0.8321 -4.6990
H -3.8830 -3.3989 -6.0089
C -1.8248 -3.2105 -6.5484
H -7.5640 4.3638 8.5393
H -1.2288 -3.5418 -1.4808
H 1.6967 -1.2729 -5.0851
C -4.2361 0.2589 4.0805
H 1.6762 -2.7858 -1.2073
C -2.0960 -0.0597 2.9738
C -2.2272 1.0837 5.1120
C 1.8836 1.1504 -3.3321
O -6.3710 2.4311 6.4496
H 2.3418 2.7747 5.7714
H -4.1921 1.3163 5.9394
C 0.0433 -1.1547 -3.6769
H -5.8125 4.4007 8.7581
H 3.5285 -3.9871 4.5631
H -0.9661 -1.3824 -3.9997
H 4.7029 -1.0885 -1.5767
C 0.8597 -0.6170 -4.8574
H 1.5674 3.4414 7.2267
O 3.0277 -0.4121 -8.5757
C -6.4514 3.5511 6.8962
H -5.3074 0.1393 4.0945
C -0.6235 -3.9155 -7.1282
H 0.3527 -3.2251 1.1047
H -3.4031 -4.3641 -7.4226
H -2.3621 -2.2860 0.1387
C -6.6416 3.8060 8.3714
H -3.9807 -0.7393 2.2079
H 0.2252 -3.2362 -7.1619
C 3.6904 -3.0129 4.1001
H 0.0404 -3.2901 -3.4100
C 5.1605 0.4314 -9.2175
H 0.2321 -0.6301 -5.7428
H -0.4115 0.7378 4.0582
S 4.9748 0.0894 -1.0139
H 1.1381 3.2281 3.4563
H 2.4087 4.5132 6.0846
H 5.3846 -0.6093 -9.4355
N 2.9844 1.6814 -0.8124
O -1.7703 -2.0543 -6.1919
H -6.6885 2.8596 8.9035
H -5.5249 5.3935 6.3104
H 4.7896 -1.6409 6.3204
```



Entry 2:
Entry from OMol25: C35H62N10O3PbS3Si4Te as an isolated structure (ωB97M-V/def2-TZVPD).

Properties
Gap between HOMO and LUMO in eV: 6.3
LUMO energy in eV: -0.28

```
119
C35H62N10O3PbS3Si4Te ωB97M-V/def2-TZVPD
Si -5.6933 0.5300 -1.2988
C 0.7003 -3.8933 3.5957
C 3.5485 -3.0501 0.1241
H 3.7906 4.0333 -0.8383
O -2.3630 -1.7472 -1.0727
H 0.8372 0.3842 5.7419
H -8.1613 0.7891 -0.9791
C -5.5953 -1.2404 -0.6749
C -4.5003 5.4097 0.7888
C 0.5835 0.5296 4.6913
H 0.8687 -0.0854 -6.2954
O 1.1410 3.3044 2.7711
N 2.5190 -0.7430 1.8840
H 2.9833 1.5727 4.6564
H -3.5202 -3.3981 -1.5868
N 4.0598 -0.1181 0.1750
C -2.7295 -3.1123 -0.8862
H 1.3314 -4.5541 5.5931
Si -6.4427 1.7707 2.2281
H -7.7684 0.1142 -2.5656
H -7.3210 4.2514 -1.8002
C 2.5456 -2.0030 -0.1497
H 4.5617 -2.7324 0.3337
C 3.1468 4.5102 2.9270
H 2.9312 -0.2890 -5.0345
H 0.5883 2.9081 2.0502
C -8.2535 2.1698 1.9312
H 3.2756 -1.1317 2.4195
H 5.4204 5.2998 0.5402
C 1.2881 1.3784 -3.0817
S 0.1877 0.4367 -4.0859
N 1.1223 -2.3806 -0.2194
H 1.9462 -0.0025 0.0713
H -4.5324 3.8018 -2.8731
H -6.7852 -0.6957 2.0878
H 1.5483 -4.3412 3.0819
C -6.2993 -0.0114 2.7863
C 0.6029 -4.0187 5.0066
H -4.7616 -1.4055 0.0142
H 2.1647 -2.8733 -1.9135
C 0.8373 -3.7707 -0.0541
C 4.2843 5.0416 2.3527
C -7.4684 0.8571 -1.8197
H -5.2484 -0.3021 2.8689
C -4.1130 4.3710 -2.0411
Si -5.1765 4.2441 -0.5064
Si -5.0907 2.0660 0.3340
H 4.2578 -0.2424 -0.8135
C 2.5913 0.7224 -5.2573
H 3.2681 -0.0588 5.2903
H -7.6124 4.6498 -0.1073
H -3.4832 5.1303 1.0707
H -3.1024 4.0002 -1.8517
H -1.8235 -4.9819 -1.3600
C 3.1974 -4.3385 0.0802
H -2.1557 -2.2999 5.1863
C -0.4688 -3.4143 5.5712
H 0.3509 1.5892 4.5336
S 2.8405 1.7832 -3.8098
H -6.4867 2.7625 4.4812
H -5.4966 -1.9317 -1.5182
Pb -0.7545 0.4385 -0.2610
C -5.8332 2.8740 3.6107
N 1.9120 2.5478 -1.2868
H -6.9059 5.8566 -1.1884
H -4.8840 -0.1418 -3.5289
C 2.4660 3.6278 0.7753
H -0.1673 0.8009 2.5528
H 3.7847 0.3764 3.6526
N 1.8922 -2.0089 -1.4398
H -5.8274 3.9268 3.3212
H -5.1091 5.3947 1.6958
C 1.4913 -0.1348 2.5478
C 4.5312 4.8800 0.9909
C 3.0036 0.5097 4.3961
C 2.2292 3.8042 2.1478
H -8.8086 2.0423 2.8654
H -0.9333 -3.5863 -1.9334
H -4.8145 2.6076 3.8993
N 0.9492 1.7703 -1.9205
H 1.5106 -5.7460 0.0899
C 1.5294 2.8245 -0.0644
H 2.9326 4.6351 3.9806
Te -2.8312 1.7907 1.3047
C 1.1152 0.7248 -5.6097
C -1.4986 -3.9765 -1.0832
H -0.2994 -0.0671 4.4638
O 0.4510 2.4044 0.5001
H 4.9842 5.5922 2.9694
C 3.6250 4.1766 0.2215
C -4.6567 0.6918 -2.8570
C -0.6125 -4.0428 0.1773
H 4.0724 0.8839 0.3372
H -4.9046 1.6188 -3.3777
H -0.6734 -3.4128 6.6330
N 0.3761 0.1775 1.9653
H -3.1151 -3.2496 0.1307
N 1.7087 0.0916 3.8853
H -4.4896 6.4329 0.4021
H 0.8179 1.6743 -6.0538
H -0.6996 -5.0180 0.6593
H -7.5850 1.8475 -2.2650
H -8.3886 3.2014 1.5992
N -0.1498 -3.2698 2.8361
N -1.3480 -2.7598 4.7894
H -4.0374 5.4174 -2.3513
C 2.7341 -0.6381 0.4621
H -3.1711 -1.2232 -1.1070
C -1.2577 -2.6699 3.4078
C -6.9200 4.7913 -0.9395
H 3.1926 1.1283 -6.0707
H -0.9652 -3.3030 0.9020
S -2.3852 -1.8236 2.5600
H 3.9377 -5.1156 0.2222
H -6.5107 -1.4974 -0.1387
H -8.7061 1.5180 1.1816
C 1.7947 -4.7084 -0.0294
H -6.7692 -0.1377 3.7666
H -3.5774 0.7131 -2.6862
```



Entry 3:
Entry from OMol25: C35H63BrIrNOPS3Si2 as an isolated structure (ωB97M-V/def2-TZVPD).

Properties
2S+1: 2
Gap between HOMO and LUMO (spin up / spin down) in eV: 3.7 / 3.7
LUMO energy (spin up / spin down) in eV: -1.78 / -2.34

```
108
C35H63BrIrNOPS3Si2 ωB97M-V/def2-TZVPD
H -1.0792 4.0768 3.3615
O -1.5827 -1.0033 -0.1508
H -4.9634 -0.4836 1.3812
C -2.4038 -4.6697 2.0453
C -0.6113 -3.9115 0.4849
C -2.7134 -0.8037 0.3396
C -1.7593 -6.0391 2.3317
C 2.4198 1.4519 0.0054
H -1.5505 0.2696 -2.3948
H 2.0670 -4.6705 0.9545
H 0.6655 -5.6012 -0.1028
H 1.8314 0.3037 5.6133
C 1.8260 -1.7653 -2.2898
C 0.1269 -0.2946 2.7201
S 0.7366 1.4466 -0.4242
H 0.3811 -5.7031 2.3678
H -4.0677 2.7576 3.6220
H -2.0609 4.5467 -1.9471
H -1.3134 -3.6250 -0.3041
H 0.4824 -3.4331 -4.5362
H -0.6329 -3.6253 2.6572
H -2.8739 -0.1001 1.1575
H -3.1739 4.0473 -3.2290
H -0.8708 1.7754 -3.0113
C 1.1745 0.0479 3.5870
H -0.0328 -2.7474 -2.0118
H 4.2024 -5.4569 1.8591
C -0.2102 -0.3459 5.5013
H 4.9340 -2.4965 1.8766
H 5.6885 -3.6896 0.8340
H -5.5050 -2.1067 0.9009
C 1.4880 -4.2840 -2.1963
H 2.4263 -1.1566 -4.2598
H 2.1366 -4.7755 -1.4708
S 3.4707 2.6510 -0.2712
H 0.6870 -1.1603 -4.0198
H -2.3357 1.1125 -3.7454
H -4.6206 -2.0410 -1.9140
H -4.7158 1.9157 2.2108
C -3.7879 -2.2810 -1.2523
H -1.7543 -2.6249 1.7706
H -2.4013 -6.8333 1.9451
H -0.6941 2.3682 3.1089
H 2.6842 -4.9799 3.5777
C -2.9857 4.0032 -2.1518
H 1.3061 -3.1589 2.9266
H -3.8776 -3.3231 -0.9361
C -1.2749 -0.6661 4.6785
Si -2.8658 2.2202 -1.5789
C 2.2945 -3.1640 2.4676
H -5.1938 1.6582 -0.8103
Br -0.4285 -0.4182 7.3783
C -5.0933 -1.1622 0.5399
C -0.9825 3.2941 2.6028
H -0.0947 -7.1928 1.5703
C -1.8072 1.2546 -2.7978
C -0.3085 -5.4305 0.3499
H -5.7952 -0.7159 -0.1662
H -2.8529 -2.1438 -1.7892
H -1.6742 -6.1904 3.4094
H -2.2329 -0.9356 5.1032
H -2.7188 5.3186 0.5915
P 0.8190 -2.7722 0.1530
H -1.9515 -0.8722 2.6881
S 2.7244 -0.0373 0.8010
Ir 0.4253 -0.5234 0.7427
H -1.0402 -5.8830 -0.3253
C 2.2373 -4.1379 -3.5268
H 2.8848 -1.9073 -2.0705
H -3.0291 -4.7305 1.1473
C 1.0111 0.0269 4.9648
H 0.6253 -4.9352 -2.3529
H 2.1363 0.3442 3.1976
C -2.2444 2.0844 0.1284
C 4.4339 -4.5263 2.3868
H 3.2645 -3.8080 -3.3491
C 1.6047 -1.7131 -3.8059
H 3.7894 -3.9491 -0.5073
H 1.5328 -0.8129 -1.8489
C -3.7948 2.1460 2.7552
C -3.3534 4.7244 1.2524
H -4.6044 0.4393 -1.9583
H 1.9696 -3.1241 -5.4176
H -5.1748 2.0025 -2.5432
H 5.2985 -4.7272 3.0204
H -0.1655 3.5746 1.9338
C 3.6206 -3.2863 0.3436
C 2.2457 -3.5933 0.9894
C 0.9997 -2.9103 -1.6755
H 3.6309 -2.2657 -0.0310
H -3.0540 -4.3782 2.8716
C -4.6261 1.5108 -1.7329
H -3.3693 1.2120 3.1378
H -3.5043 5.2948 2.1736
C 1.5263 -3.1252 -4.4214
C 4.7651 -3.4461 1.3612
H -1.4810 1.3389 0.3019
H -3.8021 4.5255 -1.6487
N -3.8139 -1.3906 -0.1061
C 3.2338 -4.0945 3.2472
C -1.3249 -3.6169 1.8135
H 3.5822 -3.5772 4.1432
C -1.0983 -0.6296 3.3031
H 2.6558 -2.1353 2.5132
C -0.3647 -6.1434 1.6987
H 2.2923 -5.1122 -4.0151
Si -2.5725 3.0629 1.6317
H -4.3274 4.6100 0.7691
```



Entry 4:
Entry from OMol25: a 8-piece molecular cluster, C35H63F12O20 overall (ωB97M-V/def2-TZVPD).

Properties
Charge: -1
Gap between HOMO and LUMO in eV: 6.7
LUMO energy in eV: 2.25

```
130
C35H63F12O20 ωB97M-V/def2-TZVPD
H -23.2068 -24.3546 3.7115
O -28.2783 -14.1145 0.2974
C -22.8857 -22.1184 2.5136
H -29.9813 -18.2900 3.6044
H -29.6448 -16.7494 -3.7527
O -29.1084 -19.7819 2.3207
H -29.7073 -17.0062 1.4568
O -23.1044 -22.4981 -4.0188
F -23.4698 -16.1115 -8.8771
O -23.9451 -23.0444 2.3220
H -23.7825 -13.4366 -5.0357
C -23.6847 -16.6701 -7.6700
H -28.5813 -23.5463 -1.6260
F -24.5163 -17.7337 -7.8875
H -26.8891 -26.2245 1.3055
H -21.2998 -19.7544 -2.3410
H -23.2053 -19.4677 -4.6530
H -30.6769 -20.8715 1.4676
C -28.6419 -21.3823 -1.5812
H -26.0944 -20.7801 -8.3657
C -25.0903 -18.9765 -0.4658
C -26.1977 -21.0956 -7.3274
F -24.0446 -13.3181 6.3464
O -25.3688 -15.0258 -7.1567
H -25.2164 -25.6640 3.7414
H -26.9281 -21.8866 -7.1575
F -24.6327 -15.0445 7.5522
C -24.3826 -15.6176 -6.7902
C -29.5470 -19.9838 -0.0213
C -24.2742 -14.3720 -4.7686
C -25.8215 -23.9773 -1.3068
H -22.9836 -21.5614 3.4454
H -30.3159 -19.9632 3.9726
C -23.7835 -14.6354 6.5805
H -30.4720 -24.0181 3.1683
C -23.9980 -15.5022 5.3294
H -24.8959 -16.1750 2.4982
H -22.8439 -18.2577 -3.5416
H -25.6597 -18.4720 -4.3765
F -27.1944 -13.3282 -2.7603
H -28.5078 -24.8430 0.4595
C -26.4266 -19.2122 -4.1480
H -29.3794 -25.5357 1.8111
H -24.5449 -13.9505 -2.7332
C -29.7069 -16.0099 1.0149
O -25.0713 -16.3424 5.3680
O -21.2687 -21.2024 -3.6540
H -31.0003 -19.1907 1.4504
C -22.3797 -19.1101 -4.0377
H -27.5109 -26.0582 2.9891
F -21.1026 -23.0402 -6.2494
F -25.9534 -12.2768 -1.3149
H -30.5741 -15.5039 1.4392
C -21.9177 -22.2539 -4.1879
F -19.7283 -22.9558 -4.6500
H -22.8697 -21.4638 1.6422
H -25.2051 -21.4461 -7.0446
H -25.2902 -14.0440 -4.9884
C -28.4395 -15.1617 1.2732
O -23.7996 -15.3855 -5.5763
O -26.8519 -23.0299 -0.8505
C -30.1802 -19.9052 1.3795
C -27.8596 -22.7446 -1.7831
C -27.1381 -12.8843 -1.4829
H -27.6537 -15.9152 1.3268
F -28.0667 -11.9641 -1.2267
H -28.5468 -14.6794 2.2448
F -21.3463 -24.4210 -4.5986
H -25.0900 -23.4889 -1.9506
C -24.1629 -23.9802 3.3457
C -29.5088 -23.5289 3.3132
O -24.5046 -20.0699 -0.4404
C -24.1386 -14.7562 -3.3446
H -25.9886 -18.0767 4.8172
H -21.9212 -22.6229 2.5710
H -27.4931 -22.8726 -2.8016
H -28.9710 -16.0334 -2.2583
C -25.0461 -25.0742 2.8408
H -26.9868 -16.7678 -3.1552
H -26.2272 -24.8751 -1.7731
O -28.8256 -23.5600 2.0361
O -26.6201 -20.0586 -6.4598
H -27.4255 -17.9824 -1.9841
O -23.1955 -15.5006 4.3681
O -24.7228 -18.0304 -1.2973
H -24.4962 -15.7429 -3.0503
C -26.5333 -20.4527 -5.0913
H -24.5706 -25.8607 2.2548
C -25.2986 -17.3219 4.4400
F -22.5162 -14.6452 6.9911
C -21.0190 -23.1995 -4.9330
H -28.9508 -23.8536 4.1914
H -25.1778 -24.3607 -0.5151
C -27.2647 -25.5374 2.0638
C -28.5514 -24.8775 1.5481
O -30.0187 -17.8142 -2.0540
H -31.8984 -17.7425 -2.9104
C -31.3639 -17.3741 -2.0349
H -32.0635 -17.7555 -1.2911
H -21.6593 -18.8163 -4.8011
H -27.4284 -21.0232 -4.8432
O -26.0053 -18.7270 0.3211
C -21.9784 -20.1812 -3.0796
H -24.3600 -17.8693 4.3542
C -25.6480 -16.7488 3.0395
H -26.5146 -16.0900 3.0956
H -30.3196 -19.7234 -0.7447
H -28.7675 -19.2368 -0.1714
H -29.8730 -22.5120 3.4594
H -22.9178 -20.4695 -2.6079
H -25.6736 -21.0538 -4.7951
H -24.6748 -23.3982 4.1120
H -31.4607 -16.2919 -2.1223
H -29.9245 -16.1863 -0.0385
F -22.5621 -17.1685 -7.0720
C -27.7076 -17.5587 -2.9480
H -27.9073 -20.6431 -1.9006
O -26.2789 -24.5460 2.2683
H -23.0726 -14.8834 -3.1562
O -26.3781 -15.0140 -0.5594
C -27.2301 -14.1086 -0.5288
H -29.4860 -21.4110 -2.2701
O -28.9991 -21.2730 -0.2165
C -29.1559 -16.9601 -2.8016
H -28.6953 -19.3172 4.2400
C -29.5557 -19.2929 3.5713
H -25.4473 -17.4835 -0.9851
O -27.7087 -18.5146 -4.0006
H -26.2092 -19.4236 -3.1010
H -25.9043 -17.6586 2.4966
```



no.,calculated total energy (Ha),F_max (eV/A)
1,-2543.35485,0.8
2,-4957.63982,0.8
3,-6294.67574,1.9
4,-4074.43851,5.9